Below is C17H21AsIN3OS4TcTe as an isolated structure, with properties calculated with the ωB97M-V functional and the def2-TZVPD basis.

As for the highest occupied orbital energy (alpha / beta): -11.1 / -11.1 eV. The net charge is +1. The energy above the lowest of the compared OMol25 structures with the same formula, charge and spin is 0.0 kJ/mol. The spin multiplicity is 1. As for the total energy: -146255.745 eV.

```
50
Properties=species:S:1:pos:R:3:forces:R:3:nbo_charge:R:1
Tc -1.2332 -0.0554 -1.5399 0.723 -0.123 -0.574 0.185
C 2.8774 3.3683 -0.3483 -0.014 0.004 -0.005 -0.593
C 2.2902 2.3243 -1.3007 -0.029 0.027 0.003 -0.438
C 2.6816 0.9183 -0.9141 -0.051 -0.119 -0.071 -0.033
C 3.9960 0.5191 -1.1404 0.012 -0.003 -0.015 -0.202
C 4.4405 -0.7358 -0.7697 0.002 0.021 0.003 -0.186
C 3.5747 -1.6066 -0.1290 -0.006 0.036 0.027 -0.200
C 2.2542 -1.2551 0.1170 -0.029 0.043 0.060 -0.031
C 1.3883 -2.1728 0.9406 0.003 0.019 0.020 -0.429
C 1.2549 -1.6961 2.3886 0.025 -0.013 0.008 -0.599
C 1.8064 0.0000 -0.3169 0.240 -0.059 0.015 0.159
N 0.4272 0.3636 -0.1807 -0.482 0.202 -0.122 -0.480
C 0.0937 1.2818 0.6719 0.005 -0.156 0.145 0.165
C -1.2078 1.8369 0.6139 0.081 0.092 -0.057 0.021
C -1.8890 2.8126 1.3278 0.056 -0.093 0.033 -0.212
C -3.1078 3.0129 0.6595 -0.051 -0.007 -0.020 -0.295
C -3.1208 2.1621 -0.4347 -0.008 0.003 -0.012 -0.023
N -1.9725 1.4466 -0.4715 -0.317 -0.018 0.115 -0.465
H 2.5906 4.3740 -0.6522 0.000 0.023 -0.003 0.221
H 3.9653 3.3140 -0.3358 0.018 -0.003 0.003 0.217
H 2.5321 3.2104 0.6744 -0.015 -0.004 0.018 0.198
H 2.6557 2.5211 -2.3117 0.013 0.013 -0.005 0.222
H 1.2044 2.4420 -1.3344 0.043 -0.003 0.044 0.203
H 4.6769 1.2134 -1.6180 0.010 0.009 -0.004 0.219
H 5.4637 -1.0288 -0.9615 0.010 -0.004 -0.006 0.226
H 3.9287 -2.5747 0.2025 0.000 -0.015 0.003 0.218
H 1.8281 -3.1722 0.9234 0.018 0.017 -0.008 0.214
H 0.3995 -2.2517 0.4985 -0.093 -0.003 -0.005 0.214
H 2.2337 -1.5075 2.8297 0.013 -0.006 0.010 0.219
H 0.7531 -2.4457 3.0018 -0.032 0.005 0.005 0.212
H 0.6766 -0.7722 2.4489 0.007 -0.001 0.006 0.194
H 0.8175 1.6335 1.4027 0.033 0.020 -0.003 0.219
H -1.5469 3.3124 2.2190 0.032 0.030 0.006 0.239
H -3.8843 3.7073 0.9307 -0.020 0.024 -0.006 0.242
H -3.8743 2.0361 -1.1961 -0.030 0.012 -0.017 0.231
S -2.9520 -3.7463 -3.4887 0.557 -0.096 0.312 -0.156
As -0.9275 -4.0716 -2.6007 -0.174 0.371 -0.088 0.759
S -3.3860 -0.7680 -2.2575 0.288 0.481 0.258 -0.150
S -2.9074 -1.7659 -3.9583 -0.247 -0.048 -0.269 0.041
S -0.0387 -2.2480 -2.1438 -0.299 -0.389 -0.107 -0.350
Te -0.2594 1.0038 -3.3964 -0.230 -0.054 0.119 0.640
N -2.6171 -2.9020 1.4574 0.033 0.092 -0.114 -0.759
C -2.6061 -1.6713 0.9598 -0.229 0.022 0.156 0.715
O -1.6863 -1.2999 0.2146 0.161 -0.314 0.055 -0.681
C -3.6648 -0.6844 1.3704 -0.105 -0.075 0.005 -0.647
I -5.5393 -1.5065 1.9617 0.106 0.062 -0.032 0.152
H -1.8894 -3.5454 1.1881 0.000 0.035 0.055 0.418
H -3.3770 -3.2196 2.0388 0.001 0.004 0.006 0.427
H -3.8412 -0.0010 0.5454 -0.033 -0.066 0.072 0.263
H -3.2825 -0.1095 2.2137 0.003 0.005 -0.017 0.272
```
Forces are in eV/Å.

Below is one molecule with the formula C10H13BrClNO2S at a distorted geometry, with properties calculated with the ωB97M-V functional and the def2-TZVPD basis.

As for the highest occupied orbital energy: -8.7 eV. As for the structure (SMILES): CN(C)[C@H](Cl)[C@H](Br)S(=O)(=O)c1ccccc1. The spin multiplicity is 1. As for the total energy: -109564.538 eV.

```
29
Properties=species:S:1:pos:R:3:forces:R:3:nbo_charge:R:1
C 1.8923 0.7376 -1.5785 -0.078 -0.239 -0.339 -0.412
N 1.8368 0.1751 -0.2474 1.120 0.701 0.703 -0.495
C 1.3035 1.0938 0.7519 -0.064 -0.306 0.125 -0.399
C 1.4754 -1.2010 -0.2105 -0.755 -0.199 -0.709 -0.020
Cl 0.6179 -1.6416 1.3353 0.524 -0.069 -0.644 -0.033
C 2.6302 -2.2321 -0.4302 0.186 0.052 0.751 -0.517
Br 3.9771 -1.8037 -1.7829 -0.287 -0.210 0.455 0.069
S 1.8541 -3.8497 -0.7929 -0.216 -1.887 -0.422 2.135
O 1.8051 -4.5695 0.4625 -0.045 0.667 -0.373 -0.930
O 0.6546 -3.6104 -1.5652 0.337 0.353 0.372 -0.935
C 2.8633 -4.9039 -1.8779 0.122 0.127 0.127 -0.330
C 2.8585 -4.7067 -3.2578 -0.001 -0.044 -0.102 -0.122
C 3.4685 -5.6451 -4.0904 -0.014 -0.044 0.330 -0.236
C 4.0646 -6.7853 -3.5359 -0.013 0.217 0.054 -0.183
C 4.0665 -6.9732 -2.1530 -0.024 0.025 -0.078 -0.215
C 3.4616 -6.0333 -1.3194 -0.035 0.188 0.011 -0.185
H 2.1124 1.8061 -1.4954 0.030 -0.266 -0.139 0.209
H 2.6917 0.2372 -2.1391 -0.493 0.534 -0.053 0.210
H 0.9371 0.6108 -2.1187 0.079 0.073 -0.034 0.169
H 1.6164 2.1047 0.4722 -0.032 -0.247 0.168 0.203
H 0.2027 1.0592 0.7946 0.182 0.170 0.106 0.180
H 1.7169 0.8462 1.7374 -0.255 0.216 -0.206 0.211
H 0.7377 -1.3892 -1.0055 -0.001 -0.192 0.203 0.217
H 3.1726 -2.3906 0.5131 -0.082 0.100 -0.416 0.266
H 2.3621 -3.8342 -3.6773 0.092 -0.198 0.076 0.228
H 3.4662 -5.4889 -5.1688 -0.001 -0.074 0.282 0.222
H 4.5313 -7.5242 -4.1885 -0.129 0.196 0.186 0.220
H 4.5276 -7.8585 -1.7073 -0.165 0.296 -0.224 0.223
H 3.4204 -6.1863 -0.2440 0.019 0.063 -0.209 0.250
```
Forces are in eV/Å.

Below is C2H3N3 as an isolated structure at a distorted geometry, with properties calculated with the ωB97M-V functional and the def2-TZVPD basis.

As for the highest occupied orbital energy: -10.3 eV. The energy above the lowest of the compared OMol25 structures with the same formula, charge and spin is 160.5 kJ/mol. The spin multiplicity is 1. As for the total energy: -6590.912 eV.

```
8
Properties=species:S:1:pos:R:3:forces:R:3:nbo_charge:R:1
C -0.0869 0.5831 -0.9895 1.976 0.308 -7.078 0.127
C 0.1945 -0.9812 0.2619 1.557 -0.396 -0.671 0.143
H -0.0732 1.0856 -1.9292 -0.250 0.861 -0.218 0.187
H 0.5701 -1.8211 0.7390 0.209 -1.561 0.712 0.201
H -0.3502 0.6494 1.9146 0.407 -3.882 -2.769 0.457
N 0.4031 -0.6348 -1.0020 -0.481 -2.923 0.945 -0.455
N -0.2747 0.0683 0.9026 -0.509 2.146 7.501 -0.351
N -0.3826 1.0506 0.1025 -2.910 5.447 1.577 -0.309
```
Forces are in eV/Å.

Below is a 2-piece molecular cluster, C5H3F3N2 overall at a distorted geometry, with properties calculated with the ωB97M-V functional and the def2-TZVPD basis.

As for the highest occupied orbital energy: -9.8 eV. The energy above the lowest of the compared OMol25 structures with the same formula, charge and spin is 110.1 kJ/mol. The spin multiplicity is 1. As for the total energy: -16360.915 eV.

```
13
Properties=species:S:1:pos:R:3:forces:R:3:nbo_charge:R:1
C 1.0348 0.4661 -0.3385 -4.868 -1.463 0.769 -0.048
C 0.2466 -0.2901 0.4947 0.399 0.111 -1.203 -0.097
C -0.8416 0.4093 -1.3326 -1.950 1.902 -0.507 0.228
C -2.1541 -0.9858 0.1990 -1.411 0.255 -1.360 0.480
C -4.6754 0.3599 -0.4212 0.332 0.641 -0.545 0.647
N 0.2943 0.9754 -1.4333 1.340 -1.376 1.107 -0.404
N -1.0318 -0.3615 -0.1262 1.869 1.136 -1.271 -0.494
F -1.9866 -1.7251 1.2525 0.627 -0.290 1.005 -0.320
F -4.3625 1.3468 0.3961 0.004 -0.147 -0.001 -0.351
F -5.3007 -0.4841 0.3111 -0.376 -0.491 0.481 -0.321
H 1.9896 0.6691 -0.1911 4.116 1.040 0.488 0.202
H 0.4145 -0.9007 1.3673 0.262 0.273 -0.017 0.240
H -1.5682 0.8701 -2.0443 -0.343 -1.590 1.055 0.239
```
Forces are in eV/Å.